Entry from OMol25: 15 unconnected molecules or ions with the total composition C33H95N9O15 (wB97M-V/def2-TZVPD).

Last column: Mulliken charge in e.
CARTESIAN COORDINATES (ANGSTROEM)
C1 1.60794 1.00178 1.28126  -2.825
C2 0.43523 0.84656 0.27640  3.312
C3 0.89686 1.57143 -0.98573  -1.203
C4 0.19060 1.15303 -2.27074  -0.075
C5 0.16656 -0.35564 -2.43290  -1.184
C6 -0.43856 -1.06000 -1.23264  2.135
N1 0.22647 -0.59936 0.02191  0.550
O1 -0.29567 -1.25562 1.15673  1.845
C7 -1.96960 -0.87728 -1.29670  -0.940
C8 -0.08311 -2.54715 -1.31735  -1.030
C9 -0.81477 1.60563 0.79016  -1.277
H1 2.44679 0.32652 1.13365  0.175
H2 1.20917 0.95188 2.29851  0.217
H3 1.94799 2.03706 1.19867  0.483
H4 0.61912 2.61809 -0.85690  0.416
H5 1.96783 1.43228 -1.14751  0.343
H6 0.65269 1.54618 -3.17779  0.194
H7 -0.82891 1.53911 -2.21638  -0.298
H8 1.16291 -0.70719 -2.71008  -0.228
H9 -0.42333 -0.51983 -3.33944  0.712
H10 -2.30597 -1.40173 -2.19335  0.456
H11 -2.51625 -1.13418 -0.38619  0.044
H12 -2.37817 0.11291 -1.52130  -0.726
H13 0.91615 -2.77297 -0.95301  -0.378
H14 -0.78511 -3.17997 -0.76635  -0.124
H15 -0.21141 -2.88962 -2.34550  0.382
H16 -0.46333 2.61332 1.03258  0.426
H17 -1.12062 1.22416 1.76771  -0.254
H18 -1.62712 1.77383 0.08550  -0.298
H19 -1.24120 -1.03376 1.19421  -0.720
C10 2.58059 -2.72608 2.68242  0.219
O2 3.37798 -3.41654 3.32260  -0.777
N2 2.09129 -1.58990 3.21076  0.602
N3 2.09256 -3.01777 1.45403  0.266
H20 2.38507 -1.19714 4.08212  0.147
H21 1.54884 -1.00404 2.59819  -0.677
H22 1.33228 -2.44262 1.12344  -0.330
H23 2.27617 -3.90173 1.01949  0.312
C11 3.36605 2.74703 3.96342  0.677
O3 4.44942 2.49014 3.42814  -0.759
N4 2.61500 1.81072 4.58569  -0.314
N5 2.68554 3.88462 3.90891  -0.300
H24 1.91888 2.20579 5.19798  0.154
H25 2.99691 0.88342 4.62092  0.117
H26 3.01026 4.52642 3.19380  0.150
H27 1.72481 3.79832 4.21089  0.228
C12 -2.45612 -5.29597 1.67961  0.476
O4 -2.51166 -6.22748 0.87986  -0.711
N6 -1.46891 -4.36815 1.65947  0.023
N7 -3.33661 -5.12091 2.69953  -0.252
H28 -1.49735 -3.66152 2.37422  -0.209
H29 -0.64653 -4.47609 1.09689  0.099
H30 -3.17463 -4.38154 3.36059  0.214
H31 -3.71217 -5.99785 3.02389  0.246
C13 4.57577 -2.35818 -2.16215  0.668
O5 4.89643 -1.19573 -2.37233  -0.650
N8 3.75093 -2.79534 -1.16675  -0.033
N9 5.07021 -3.41013 -2.89310  -0.389
H32 3.43481 -2.15931 -0.45453  -0.212
H33 3.62623 -3.77976 -1.06113  0.181
H34 5.71372 -3.30496 -3.65315  0.232
H35 4.85431 -4.29815 -2.49160  0.129
C14 -3.15984 -4.06868 -4.65640  -1.146
C15 -2.76756 -4.54574 -3.27117  0.740
O6 -3.72085 -5.42643 -2.69022  -0.612
H36 -4.12109 -3.55625 -4.58485  0.280
H37 -3.43700 -4.97497 -5.20133  0.387
H38 -2.33669 -3.53475 -5.12377  0.263
H39 -2.59386 -3.69381 -2.60972  -0.397
H40 -1.86816 -5.16563 -3.32602  0.185
H41 -4.03756 -5.15049 -1.82842  0.319
C16 -4.97177 -0.45545 2.89383  -1.086
C17 -4.47605 -1.67020 2.13465  0.881
O7 -4.89467 -1.71786 0.76737  -0.513
H42 -6.00058 -0.48896 3.26030  0.425
H43 -4.99287 0.41386 2.22784  0.122
H44 -4.34183 -0.16016 3.73401  0.302
H45 -4.70773 -2.58427 2.68115  0.127
H46 -3.39549 -1.56884 2.01841  -0.596
H47 -5.80964 -1.42395 0.70737  0.290
C18 2.39832 5.23175 0.22427  -0.428
C19 3.74471 5.48474 0.89195  -0.300
O8 3.48256 6.13318 2.13585  -0.618
H48 1.67400 4.88193 0.96130  -0.188
H49 2.48748 4.50581 -0.58372  0.140
H50 2.02432 6.16179 -0.20740  0.511
H51 4.42086 5.97394 0.18825  0.418
H52 4.20193 4.50149 1.04942  0.157
H53 4.29912 6.48840 2.50192  0.291
C20 -0.36642 -2.12509 5.63436  -1.227
C21 -1.39446 -1.74557 4.62488  0.780
O9 -2.30410 -2.79513 4.32320  -0.425
H54 0.14868 -1.20834 5.93521  0.316
H55 0.40345 -2.78645 5.23610  0.261
H56 -0.76447 -2.57210 6.54803  0.403
H57 -0.89699 -1.44140 3.70038  -0.595
H58 -1.93440 -0.83736 4.91829  0.153
H59 -2.63515 -3.13306 5.16275  0.268
C22 -4.82546 3.67453 1.95779  -1.260
C23 -4.17349 3.41185 0.62179  0.576
O10 -4.54645 4.32874 -0.38298  -0.601
H60 -4.72017 4.70964 2.27850  0.355
H61 -4.57100 2.92522 2.71162  0.229
H62 -5.90692 3.49276 1.93689  0.486
H63 -4.34669 2.40008 0.23410  0.078
H64 -3.08745 3.53286 0.63147  -0.106
H65 -5.50040 4.35010 -0.50617  0.314
C24 1.66580 -3.39330 -4.73195  -0.902
C25 1.75408 -1.92415 -5.17564  -0.150
O11 2.41451 -1.94337 -6.44311  -0.651
H66 1.39186 -3.46857 -3.67581  0.066
H67 2.59828 -3.96025 -4.74738  0.374
H68 0.93718 -3.93257 -5.33577  0.297
H69 2.23096 -1.28378 -4.43140  0.498
H70 0.76964 -1.48948 -5.35278  0.281
H71 3.35578 -2.06988 -6.28636  0.349
C26 1.89780 3.41728 -5.70533  -1.156
C27 1.51770 2.05892 -6.27723  0.128
O12 2.54175 1.15679 -5.98467  -0.532
H72 2.79791 3.81585 -6.17512  0.369
H73 1.99379 3.42405 -4.62071  0.211
H74 1.14095 4.15676 -5.98363  0.340
H75 1.24385 2.17240 -7.33425  0.382
H76 0.55622 1.73461 -5.85097  -0.014
H77 2.27612 0.27859 -6.27239  0.343
C28 -4.48734 0.58271 -3.98943  -1.083
C29 -3.67538 1.81116 -3.52703  0.247
O13 -2.39405 1.68896 -4.17102  -0.463
H78 -4.68885 0.63984 -5.05916  0.398
H79 -5.41198 0.52586 -3.41665  0.343
H80 -3.90195 -0.33338 -3.90310  0.094
H81 -3.54998 1.82974 -2.44306  -0.198
H82 -4.16537 2.71658 -3.88573  0.464
H83 -1.97360 2.55191 -4.23025  0.259
C30 5.55698 -0.67306 1.85803  -0.729
C31 5.61546 0.44148 0.85638  0.270
O14 6.14739 1.58679 1.53313  -0.609
H84 6.53915 -1.03146 2.16012  0.408
H85 4.92182 -1.51365 1.54923  0.104
H86 4.99769 -0.40681 2.76085  0.100
H87 4.61865 0.78107 0.55626  -0.238
H88 6.25308 0.18628 0.01322  0.320
H89 5.54095 1.79328 2.26607  0.522
C32 -1.22090 4.21293 3.44959  -0.117
C33 -1.16361 3.01921 4.40148  0.363
O15 0.06161 2.96681 5.12944  -0.481
H90 -0.23863 4.29262 2.97691  -0.269
H91 -1.39861 5.20196 3.87239  0.420
H92 -1.94157 4.03571 2.65127  -0.134
H93 -1.18806 2.12143 3.78024  -0.511
H94 -1.98864 2.92577 5.10987  0.453
H95 -0.13985 3.28556 6.01484  0.215

Cartesian forces, eV/Å:
C -1.362 0.840 0.344
C 0.004 -0.124 -0.054
C -0.041 -0.279 -1.350
C -0.233 -0.297 0.423
C 0.142 0.806 -0.512
C 0.067 -0.277 0.491
N 0.625 0.784 -0.968
O -0.341 0.301 -0.028
C -0.298 0.516 -0.163
C -1.074 -0.660 -0.195
C 0.949 0.381 0.737
H -0.129 -0.068 -0.188
H 0.242 -0.298 0.134
H 0.272 -0.049 -0.032
H 0.712 0.175 0.242
H 0.078 0.211 0.268
H 0.095 0.408 0.210
H -0.075 -0.103 -0.285
H 0.135 -0.126 0.557
H -0.289 -0.481 0.217
H -0.236 -0.656 0.456
H 0.001 -0.738 -0.205
H 0.813 0.417 0.123
H 0.147 0.261 -0.303
H -0.012 0.205 0.232
H 0.266 0.064 -0.072
H 0.056 0.059 -0.012
H -0.501 -0.286 -0.235
H -0.064 -0.590 -0.045
H -0.016 -0.098 0.100
C 1.595 -1.394 1.960
O -0.481 0.084 -0.894
N -1.213 1.280 -0.528
N -0.290 0.358 -0.602
H 0.393 -0.435 0.021
H -0.080 0.171 0.286
H -0.071 -0.277 -0.257
H 0.073 -0.094 0.281
C 0.732 -1.704 -1.013
O -0.694 0.653 0.491
N 0.239 -0.765 0.504
N 0.290 1.591 -0.419
H -0.155 -1.096 0.081
H -0.032 0.085 0.571
H -0.414 0.532 0.375
H 0.044 0.649 -0.419
C 0.923 -1.099 -1.027
O -0.130 0.508 0.570
N 0.035 0.881 0.138
N -0.936 -0.366 0.272
H 0.423 0.027 -0.003
H -0.181 -0.069 -0.131
H 0.126 -0.169 0.101
H -0.291 0.248 0.035
C 1.124 0.738 -0.393
O -0.635 -0.521 0.209
N -0.194 0.536 -0.171
N -0.618 -0.102 0.261
H 0.045 -0.097 0.013
H -0.200 -0.096 0.381
H 0.055 0.141 0.154
H 0.445 -0.572 -0.555
C -0.935 -1.237 0.644
C 0.340 -0.247 0.680
O -0.685 -0.131 -0.559
H 0.330 0.669 -0.137
H 0.430 0.073 -0.399
H -0.251 0.201 -0.171
H 0.161 -0.031 0.035
H 0.358 0.440 -0.101
H 0.280 0.245 0.046
C -0.490 0.996 -0.283
C 0.396 0.460 -0.293
O -0.387 0.085 0.345
H 0.007 -0.538 0.057
H 0.300 -0.027 -0.140
H 0.108 -0.336 0.049
H 0.037 -0.158 -0.213
H 0.123 -0.312 0.409
H -0.036 -0.138 0.004
C 0.162 0.589 -0.113
C -0.450 -1.433 -0.474
O 0.301 0.319 -0.317
H 0.010 -0.120 -0.021
H 0.046 -0.075 0.073
H -0.163 -0.023 0.054
H -0.044 0.663 0.371
H 0.143 0.026 0.377
H 0.040 -0.077 -0.039
C 0.878 0.200 0.527
C -0.140 0.631 -0.446
O -0.118 -0.050 -0.039
H 0.060 -0.034 0.093
H -0.175 -0.123 -0.096
H -0.225 0.025 -0.075
H -0.012 -0.377 -0.166
H -0.215 -0.156 0.306
H 0.020 -0.006 0.000
C -0.982 -0.548 0.154
C 0.351 -0.156 -0.582
O -0.252 0.623 -0.348
H 0.416 -0.129 0.201
H 0.749 0.350 0.127
H -0.098 0.208 -0.576
H -0.147 -0.169 0.411
H -0.015 -0.077 0.466
H -0.015 -0.140 0.133
C -0.475 0.211 1.000
C 0.261 -1.406 -0.160
O 0.092 1.000 -0.128
H -0.390 0.080 -0.059
H 0.286 0.461 -0.469
H -0.005 0.004 0.008
H 0.398 -0.069 -0.151
H -0.098 -0.197 -0.021
H -0.007 -0.015 -0.003
C -0.378 0.414 -0.598
C -0.954 0.839 0.410
O 0.231 -0.255 -0.171
H 0.262 -0.327 0.200
H 0.141 -0.164 -0.019
H -0.226 -0.122 0.161
H 0.684 -0.150 -0.240
H 0.094 -0.059 0.380
H 0.153 -0.275 -0.176
C 0.491 0.544 0.103
C 0.185 -0.945 -1.160
O -0.168 0.056 0.109
H -0.242 0.306 0.048
H -0.061 -0.220 -0.112
H -0.008 0.017 0.493
H -0.103 0.109 0.090
H -0.099 0.126 0.299
H -0.035 0.008 0.087
C -1.135 -1.134 0.388
C -0.152 1.141 1.299
O 0.624 0.051 -0.429
H 0.001 -0.005 -0.098
H 0.491 -0.243 -0.527
H 0.343 0.607 0.091
H -0.089 -0.691 -0.615
H -0.158 0.213 -0.133
H 0.230 0.025 -0.240
C 0.364 -0.003 -0.049
C -0.185 -0.111 -0.616
O -0.197 0.308 0.583
H -0.013 -0.125 -0.137
H -0.219 -0.202 0.387
H -0.104 0.019 0.089
H 0.026 -0.059 0.071
H -0.171 0.285 -0.154
H 0.243 0.076 0.021

Its spin multiplicity is 1. The calculation puts the total energy at -79884.9209 eV.